Entry 1:
{"formula": "C5H10O", "method": "ωB97M-V/def2-TZVPD", "symbols": ["C", "C", "C", "C", "H", "H", "H", "H", "H", "H", "H", "H", "C", "O", "H", "H"], "coordinates": [[-2.07854, -0.15556, -0.22300], [-0.63958, -0.52383, -0.41547], [0.30307, 0.30213, -0.88072], [1.71111, -0.07371, -1.02156], [-2.72692, -0.70667, -0.91494], [-2.41792, -0.40689, 0.79038], [-2.24708, 0.91503, -0.38100], [-0.39032, -1.58137, -0.29754], [0.05888, 1.35249, -1.05586], [1.82625, 0.17540, -2.12453], [2.44362, 0.53762, -0.48791], [1.94159, -1.13240, -0.92877], [0.54467, 0.31789, 1.94448], [1.75599, 0.29736, 1.96621], [-0.05350, -0.57278, 2.21861], [-0.03132, 1.25527, 1.81162]], "mulliken_charge": [-1.137, -0.239, 0.090, -1.172, 0.354, 0.288, 0.294, 0.326, 0.260, 0.347, 0.313, 0.294, -0.107, -0.450, 0.260, 0.278], "e_above_lowest_kcal_mol": 42.0, "total_energy_ev": -7392.9450, "fmax_ha_per_bohr": 0.05721, "e_lumo_ev": 1.014, "total_charge": 0}



Entry 2:
{"formula": "C26H58OP4Sn", "method": "ωB97M-V/def2-TZVPD", "symbols": ["Sn", "P", "P", "P", "H", "C", "C", "H", "C", "C", "C", "C", "C", "C", "C", "C", "C", "H", "H", "H", "H", "H", "H", "H", "H", "H", "H", "H", "H", "H", "H", "H", "H", "H", "H", "H", "H", "H", "H", "H", "H", "H", "H", "H", "H", "H", "C", "C", "C", "C", "C", "C", "O", "H", "H", "H", "H", "H", "H", "C", "C", "C", "P", "C", "C", "C", "C", "C", "C", "H", "H", "H", "H", "H", "H", "H", "H", "H", "H", "H", "H", "H", "H", "H", "H", "H", "H", "H", "H", "H"], "coordinates": [[-0.16182, -0.19302, -0.96590], [-2.63310, -0.35522, -2.13566], [1.38098, -2.20008, -1.35381], [0.62362, 1.60434, -2.69557], [0.32637, 1.75930, 1.62952], [0.05989, 2.41920, 0.79243], [-1.21224, 2.66807, 0.45159], [-2.04770, 2.25290, 1.02222], [-4.10145, -1.12641, -1.38463], [-2.37666, -1.37843, -3.62449], [-3.38500, 1.17048, -2.83128], [2.89978, -1.82557, -0.43200], [0.61982, -3.75901, -0.81000], [1.68813, -2.21417, -3.15013], [0.08696, 3.34554, -2.65867], [0.32723, 1.07366, -4.40615], [2.43186, 1.68212, -2.47528], [0.92434, 2.87211, 0.28825], [-1.49801, 3.27367, -0.41169], [-4.47891, -0.51831, -0.54922], [-3.86505, -2.13463, -1.02233], [-4.87650, -1.20287, -2.15860], [-2.02204, -2.37735, -3.33000], [-1.65424, -0.92061, -4.31555], [-3.35312, -1.47469, -4.12282], [-3.67307, 1.84596, -2.00965], [-4.29052, 0.87215, -3.38652], [-2.69503, 1.69607, -3.50983], [3.66837, -2.60247, -0.53372], [2.68626, -1.73380, 0.64229], [3.37452, -0.88239, -0.74168], [1.16410, -4.64868, -1.14533], [-0.40129, -3.84322, -1.20908], [0.54749, -3.81144, 0.28551], [2.24379, -3.10667, -3.46890], [2.25952, -1.33548, -3.48704], [0.73611, -2.21934, -3.70438], [0.63628, 3.91219, -3.42760], [0.27579, 3.80579, -1.67869], [-0.98893, 3.42742, -2.87353], [0.90609, 1.71950, -5.08044], [-0.73351, 1.17204, -4.67333], [0.63484, 0.03432, -4.57315], [2.83746, 2.45362, -3.14951], [2.93288, 0.72622, -2.69153], [2.68278, 1.95818, -1.43916], [6.12658, 1.12478, -0.94081], [7.40266, 1.05425, -0.32369], [7.85873, 2.20056, 0.33713], [7.12391, 3.39326, 0.32185], [5.98568, 3.47483, -0.47792], [5.55869, 2.36685, -1.21463], [5.26270, 0.07104, -1.14440], [5.68759, -0.80340, -1.05659], [8.01063, 0.15097, -0.33874], [8.78733, 2.18810, 0.90025], [7.42817, 4.25863, 0.91419], [5.40416, 4.38986, -0.54344], [4.73773, 2.43521, -1.92563], [-1.60969, 1.78470, 3.75933], [-1.31328, 0.27301, 3.83116], [-1.85939, -0.30213, 5.14975], [-1.83787, -0.52894, 2.22218], [-1.15885, -2.28307, 2.23972], [-0.66297, -2.80295, 3.58474], [-2.07313, -3.28239, 1.53949], [-3.69435, -0.70661, 2.27171], [-4.25342, -1.41377, 3.50836], [-4.41960, 0.63336, 2.03467], [-2.69063, 1.98475, 3.79772], [-1.18202, 2.24062, 2.85469], [-1.16045, 2.27403, 4.63558], [-0.21031, 0.13942, 3.82639], [-2.88652, 0.03329, 5.34732], [-1.80060, -1.39652, 5.21762], [-1.24678, 0.10074, 5.97133], [-0.27521, -2.12094, 1.59661], [-1.48637, -3.08654, 4.25220], [-0.08501, -3.72156, 3.42098], [0.00558, -2.09908, 4.09467], [-2.33646, -2.96033, 0.52597], [-1.55896, -4.24499, 1.45902], [-3.00069, -3.46903, 2.08930], [-3.89873, -1.34558, 1.39137], [-4.33578, -0.72990, 4.36207], [-5.28053, -1.74482, 3.29171], [-3.68271, -2.30282, 3.80565], [-5.48975, 0.42790, 1.87235], [-4.35321, 1.30896, 2.90155], [-4.04393, 1.15529, 1.14226]], "mulliken_charge": [-0.258, 0.801, 0.717, 0.941, 0.173, -0.665, -0.176, 0.116, -1.225, -1.179, -1.209, -0.934, -0.939, -1.007, -1.375, -1.187, -1.510, 0.535, 0.411, 0.311, 0.383, 0.625, 0.354, 0.327, 0.533, 0.366, 0.514, 0.320, 0.538, 0.367, 0.162, 0.550, 0.343, 0.269, 0.582, 0.333, 0.294, 0.517, 0.442, 0.352, 0.548, 0.396, 0.260, 0.619, 0.541, 0.407, 0.545, -0.816, -0.334, -0.574, -0.384, -0.403, -0.364, 0.303, 0.404, 0.394, 0.399, 0.391, 0.431, -1.357, 0.259, -1.648, 0.665, 1.902, -1.912, -1.334, 0.623, -1.644, -1.405, 0.183, 0.228, 0.503, 0.583, 0.364, 0.334, 0.462, -0.785, 0.325, 0.501, 0.484, 0.092, 0.534, 0.361, 0.256, 0.307, 0.456, 0.347, 0.457, 0.330, 0.254], "e_above_lowest_kcal_mol": 10.9, "total_energy_ev": -72895.0910, "fmax_ha_per_bohr": 0.06882, "e_lumo_ev": [-14.593, -14.333], "total_charge": 4}



Entry 3:
{"formula": "C46H49MoN8O4PSi2", "method": "ωB97M-V/def2-TZVPD", "symbols": ["Mo", "N", "P", "C", "C", "C", "C", "C", "C", "C", "C", "C", "C", "C", "C", "C", "C", "C", "C", "C", "N", "H", "H", "H", "H", "H", "H", "H", "H", "H", "H", "H", "H", "H", "H", "H", "O", "C", "O", "C", "C", "N", "N", "C", "C", "O", "O", "H", "H", "H", "C", "Si", "C", "C", "C", "C", "C", "C", "C", "C", "N", "Si", "C", "C", "C", "H", "H", "H", "H", "H", "H", "H", "H", "H", "H", "H", "H", "H", "H", "H", "H", "H", "H", "H", "H", "H", "H", "N", "C", "C", "C", "C", "C", "C", "N", "C", "C", "C", "C", "N", "C", "C", "H", "H", "H", "H", "H", "H", "H", "H", "H"], "coordinates": [[0.11576, 1.44722, -0.30665], [1.37466, 1.97740, 2.70948], [0.28191, 0.75657, 2.24231], [-0.50478, 0.50127, 3.87124], [0.38635, 0.11503, 4.88378], [-0.06361, -0.06438, 6.17839], [-1.40862, 0.11454, 6.47967], [-2.29505, 0.47687, 5.48051], [-1.84500, 0.67341, 4.18102], [1.31785, -0.74065, 2.15435], [2.67294, -0.65526, 1.85198], [3.44315, -1.80999, 1.78612], [2.86060, -3.04810, 2.00417], [1.50493, -3.13573, 2.30021], [0.73548, -1.98759, 2.38107], [2.12944, 2.68227, 1.82420], [3.16668, 3.51235, 2.27736], [3.93479, 4.17929, 1.36235], [3.65304, 4.03807, -0.00229], [2.61162, 3.23574, -0.36900], [1.84442, 2.54232, 0.51791], [1.58097, 2.09464, 3.69207], [1.43051, -0.07355, 4.66345], [0.63365, -0.36102, 6.94971], [-1.76112, -0.03502, 7.49078], [-3.34433, 0.61063, 5.70523], [-2.55217, 0.96090, 3.42539], [3.13783, 0.30582, 1.66970], [4.50131, -1.74269, 1.57253], [3.45884, -3.94710, 1.94890], [1.05382, -4.10206, 2.48146], [-0.31272, -2.06678, 2.64614], [3.34456, 3.59996, 3.33984], [4.74305, 4.81664, 1.69466], [4.22157, 4.55617, -0.76028], [2.32372, 3.15009, -1.40178], [3.51855, 1.72930, -5.78171], [4.57438, 1.65167, -4.97867], [5.68546, 1.91068, -5.34341], [4.35909, 1.19873, -3.56393], [5.43587, 0.88494, -2.76514], [4.94527, 0.55503, -1.55817], [3.61577, 0.64015, -1.49243], [3.24430, 1.02539, -2.71063], [1.81703, 1.21565, -3.04685], [1.43284, 1.28381, -4.19021], [0.96733, 1.36986, -2.03028], [2.69352, 1.49790, -5.30964], [6.48665, 0.88587, -2.99777], [5.46553, 0.24903, -0.75203], [-2.30622, -0.43660, -2.93394], [-2.59615, 1.34582, -2.46720], [-1.73596, 2.44394, -3.69691], [-4.42502, 1.63761, -2.71088], [-2.03674, 1.85338, -0.62186], [-1.78157, 3.32476, -0.75233], [-2.65242, 4.36291, -1.07569], [-2.15377, 5.64707, -1.15296], [-0.80240, 5.88133, -0.90183], [0.00151, 4.81481, -0.57802], [-0.48815, 3.56636, -0.50808], [-3.32839, 1.71648, 0.80582], [-2.79619, 3.00921, 2.06231], [-3.52486, -0.02841, 1.47010], [-5.08768, 2.19571, 0.39822], [-2.72348, -0.53875, -3.93857], [-2.83357, -1.14927, -2.30015], [-1.25477, -0.71926, -2.99595], [-2.24616, 2.30047, -4.65280], [-0.68862, 2.20483, -3.85574], [-1.81975, 3.50443, -3.45539], [-4.60017, 1.36889, -3.75651], [-4.73871, 2.67470, -2.59995], [-5.07484, 1.00847, -2.10887], [-3.69397, 4.15792, -1.26446], [-2.81028, 6.46916, -1.40413], [-0.38198, 6.87474, -0.94870], [1.04705, 4.96116, -0.34882], [-1.74335, 2.98082, 2.35480], [-3.39788, 2.96953, 2.97079], [-2.97987, 3.98978, 1.61809], [-2.63569, -0.51832, 1.86623], [-3.94747, -0.65977, 0.68311], [-4.26750, -0.00684, 2.27097], [-5.21111, 3.14205, -0.12456], [-5.57550, 2.30712, 1.37158], [-5.63720, 1.42885, -0.14277], [-1.07183, -5.77903, -0.74037], [-0.58934, -7.07054, -0.81254], [-1.22849, -8.31062, -0.81237], [-0.41079, -9.41360, -0.89867], [0.99383, -9.29963, -0.98247], [1.61481, -8.07505, -0.98456], [0.80117, -6.93875, -0.90065], [1.15233, -5.60335, -0.89733], [0.02067, -4.95588, -0.80813], [-0.03512, -3.49965, -0.75449], [-1.17038, -2.77861, -0.39909], [-1.09619, -1.40515, -0.31144], [0.02515, -0.71832, -0.56246], [1.12333, -1.41280, -0.93264], [1.12789, -2.77874, -1.03759], [-2.03988, -5.51141, -0.74776], [-2.30343, -8.40712, -0.75228], [-0.85490, -10.39948, -0.90492], [1.58593, -10.20120, -1.05077], [2.68890, -7.97933, -1.05595], [-2.11083, -3.25831, -0.16529], [-1.95740, -0.82183, -0.03697], [2.01808, -0.83611, -1.11217], [2.02770, -3.30586, -1.31909]], "lowdin_spin": [1.762, 0.004, 0.034, 0.009, 0.001, 0.000, 0.000, 0.000, 0.000, 0.005, 0.001, 0.000, -0.001, 0.001, 0.000, 0.010, -0.002, 0.008, -0.001, 0.006, 0.003, 0.000, 0.000, 0.000, 0.000, 0.000, 0.000, 0.000, 0.000, 0.000, 0.000, 0.000, 0.000, 0.000, 0.000, 0.000, 0.000, 0.000, 0.000, 0.000, 0.000, 0.001, 0.002, 0.000, 0.011, 0.026, 0.064, 0.000, 0.000, 0.000, 0.001, -0.007, 0.000, -0.006, -0.030, 0.016, -0.003, 0.014, -0.001, 0.007, -0.003, 0.008, 0.004, 0.001, 0.002, 0.000, 0.000, 0.000, 0.000, 0.000, 0.000, -0.001, 0.000, 0.000, 0.000, 0.001, 0.000, 0.000, 0.002, 0.000, 0.000, 0.000, 0.000, 0.000, 0.000, 0.000, 0.000, 0.000, 0.002, 0.000, 0.002, 0.000, 0.001, 0.001, 0.004, -0.001, 0.007, -0.001, 0.011, 0.011, 0.011, 0.000, 0.000, 0.000, 0.000, 0.000, 0.000, 0.000, 0.002, 0.002, 0.000], "e_above_lowest_kcal_mol": 18.6, "total_energy_ev": -95500.0180, "fmax_ha_per_bohr": 0.01746, "multiplicity": 3, "e_lumo_ev": [-6.699, -6.611], "total_charge": 2}



Entry 4:
{"formula": "C3H7NO", "method": "ωB97M-V/def2-TZVPD", "symbols": ["O", "C", "C", "C", "N", "H", "H", "H", "H", "H", "H", "H"], "coordinates": [[-1.35845, 0.82057, 0.23185], [-1.04394, -0.49614, -0.11689], [0.40850, -0.31648, -0.53927], [1.32605, -0.06390, 0.57458], [1.05459, 0.97827, -0.60067], [-2.29091, 0.86143, 0.19358], [-1.68282, -0.77651, -1.13586], [-1.05720, -1.37517, 0.66635], [0.68844, -1.12602, -1.24873], [1.01802, 0.19370, 1.66648], [2.43857, -0.48295, 0.61946], [0.49914, 1.78319, -0.31089]], "mulliken_charge": [-0.500, -0.453, 0.271, -0.512, -0.697, 0.306, 0.281, 0.230, 0.324, 0.218, 0.240, 0.293], "e_above_lowest_kcal_mol": 80.8, "total_energy_ev": -6759.2459, "fmax_ha_per_bohr": 0.06340, "e_lumo_ev": 0.831, "total_charge": 0}



Q: What is the formula in the fourth record?
A: C3H7NO